Below is the ion C4H7NO3 with charge +1 in a non-equilibrium geometry, with properties calculated with ωB97M-V/def2-TZVPD.

Output
Energy ... -436.75784 hartree
Net charge ... +1
Spin multiplicity ... 2
M ... 117.10 g mol⁻¹
Energy relative to the best compared isomer or geometry (same formula, charge and spin) ... 4.9 kcal per mole
HOMO energy (alpha / beta) ... -16.13 / -16.02 eV

Structure (XYZ):
```
15
Properties=species:S:1:pos:R:3:forces:R:3
O 0.972467 1.440993 1.327779 0.289 1.224 0.933
C 0.166679 0.652401 0.825919 0.177 -3.018 -1.542
N 0.832783 -0.372319 0.207984 -0.449 1.404 1.570
C 0.356498 -1.306022 -0.718382 0.557 -2.281 -2.233
O 1.376611 -1.589965 -1.555119 0.401 0.766 0.972
O -0.678294 -1.875743 -0.765169 -0.946 0.745 0.833
C -1.305909 0.845847 0.823345 -1.308 0.581 -0.132
C -1.596206 2.205931 0.152025 0.243 0.295 0.106
H 1.805374 -0.522902 0.463942 0.121 0.419 -0.289
H 1.276946 -2.475039 -1.928258 -0.369 -0.061 -0.240
H -1.676658 0.835835 1.851919 0.395 0.227 0.191
H -1.917259 0.060058 0.357277 1.085 -0.219 -0.204
H -2.657827 2.278179 -0.098654 0.263 -0.064 0.004
H -1.333002 3.013075 0.832335 -0.103 0.101 -0.006
H -0.982564 2.344792 -0.747013 -0.357 -0.119 0.038
```
Positions in Å, forces in eV/Å.